[1]
Molecular formula: C18H13Br2F3O5S
Method: DFT, wB97M-V/def2-TZVPD

Geometry as XYZ:
```
42
Properties=species:S:1:pos:R:3:forces:R:3:mulliken_charge:R:1
O -1.542616 6.051969 4.381464 -0.3080 -0.1866 -0.0844 -0.4657
S -0.826183 6.965362 3.538398 0.3764 0.3073 0.3244 0.6475
O 0.589400 7.235175 4.281902 -0.1594 0.2419 -0.1865 -0.4130
O -0.096377 6.128063 2.305852 -0.1568 -0.0703 0.2021 -0.3029
C -0.902274 5.127227 1.692390 -0.0427 -0.3462 -0.4906 -0.9497
C -0.245171 3.736397 1.691975 0.2781 0.4590 0.0725 -0.6259
C 0.749823 3.466155 2.827861 -0.1508 -0.5751 -0.6213 0.6291
F 0.396093 4.046783 3.987409 0.1115 0.0536 0.1017 -0.2678
Br 2.525629 4.043595 2.261576 -0.0468 0.1530 0.2257 -0.0280
C 0.791688 1.936014 3.096058 -0.0550 0.0757 0.6187 0.3585
F -0.433415 1.571409 3.559519 0.3093 0.0386 -0.4063 -0.2138
F 1.020355 1.260366 1.955108 0.1406 0.2422 0.3970 -0.1266
Br 2.069540 1.461647 4.472132 -0.1002 -0.0997 -0.2684 -0.0555
H 1.319480 6.932950 3.725282 0.1331 -0.1561 -0.0363 0.3504
H -1.029699 5.420095 0.654325 -0.0656 0.0696 -0.1445 0.3574
H -1.898000 5.066568 2.121085 0.0186 0.1276 0.4083 0.5102
H -1.016023 2.971467 1.698064 -0.1969 -0.0092 0.0967 0.1554
H 0.307518 3.633233 0.767161 0.0781 -0.2193 -0.1248 0.4636
C -0.856945 -0.519313 0.438461 -0.2288 -0.2557 -0.1691 0.0188
C -1.961531 -1.349895 0.600395 0.0594 -0.0084 -0.0385 -0.6965
C -2.065560 -2.519467 -0.132527 -0.0600 0.0597 0.1061 -0.6669
C -1.069690 -2.859045 -1.039459 0.0944 0.0355 -0.0578 0.1937
C 0.028687 -2.014712 -1.216722 -0.0597 -0.1009 -0.0255 -0.0050
C 0.134506 -0.849733 -0.468197 -0.0114 0.1286 0.0881 -0.6289
C 1.088707 -2.334902 -2.213955 0.1352 0.0978 -0.0123 0.5872
O 2.045132 -1.604385 -2.364340 -0.0092 0.0004 -0.0060 -0.6588
C 0.935309 -3.574663 -3.026232 -0.0988 -0.0250 0.0423 0.1780
C 1.882957 -3.868345 -3.998322 0.0694 -0.0629 -0.0948 -0.5520
C 1.763138 -5.021855 -4.753495 -0.0398 -0.0298 0.0173 -0.4659
C 0.699923 -5.892088 -4.536220 0.0336 0.0359 -0.0004 -0.4896
C -0.249804 -5.602423 -3.572115 0.0245 -0.0909 -0.0960 -0.5401
C -0.140813 -4.440282 -2.819372 0.0522 0.0971 0.0289 0.1519
C -1.189910 -4.130602 -1.807191 -0.1260 -0.1036 0.0277 0.6464
O -2.116754 -4.889066 -1.616738 -0.0017 0.0056 -0.0082 -0.6571
H -0.782739 0.384421 1.012271 -0.0148 0.1349 0.0926 0.3941
H -2.739914 -1.084066 1.303438 -0.0009 0.0027 0.0110 0.4114
H -2.917376 -3.173064 -0.007618 0.0326 -0.0766 -0.0531 0.4787
H 0.993158 -0.206199 -0.602933 0.0403 -0.0495 -0.0656 0.5370
H 2.708690 -3.189754 -4.159546 -0.0147 0.0603 0.0779 0.4701
H 2.499817 -5.246751 -5.513105 0.0092 -0.0069 -0.0048 0.3988
H 0.611979 -6.796268 -5.123609 0.0010 -0.0078 -0.0081 0.3964
H -1.080733 -6.272015 -3.400430 -0.0496 0.0534 0.0645 0.4750
```
Forces are in eV/Å.

As for the multiplicity: 1. As for the electronic energy: -6915.73379 Ha. The calculation puts the energy above the lowest of the compared OMol25 structures with the same formula, charge and spin at 0.0 kcal per mole. The net charge is 0.

=====

[2]
Molecular formula: H9S5
Method: DFT, wB97M-V/def2-TZVPD

Geometry as XYZ:
```
14
Properties=species:S:1:pos:R:3:forces:R:3:mulliken_charge:R:1
S 0.265460 1.340037 -0.865412 0.1350 -0.2268 0.1147 -0.1928
H -0.396331 2.486666 -1.007111 -0.1352 0.2916 -0.0467 0.1883
S 1.478548 -0.038884 -4.162037 -0.0169 0.0068 0.0021 -0.2249
H 0.945213 0.900447 -3.369667 -0.0447 0.0231 -0.0663 0.0548
H 2.706058 0.268593 -3.730654 0.0808 -0.0372 -0.0133 0.1544
S -2.952847 -0.966188 -0.392822 -0.2012 -0.1127 0.0905 -0.2529
H -2.471013 -1.144594 -1.628112 0.0836 0.0729 0.0123 0.1323
H -2.206666 0.119273 -0.161151 0.0858 0.0023 -0.1034 0.1329
S 1.750078 1.091887 2.352032 -0.1536 0.0544 -0.0499 -0.2905
H 2.602799 0.723950 3.313847 0.0618 -0.0520 -0.0232 0.1502
H 2.487881 0.568137 1.366426 0.0996 -0.0194 0.0646 0.1497
S -1.370777 -2.114742 3.278042 0.0391 -0.0483 0.1059 -0.2493
H -2.301848 -1.308980 2.757671 -0.0058 0.0041 -0.0556 0.1086
H -0.536557 -1.925601 2.248947 -0.0283 0.0412 -0.0318 0.1392
```
Forces are in eV/Å.

As for the multiplicity: 2. As for the electronic energy: -1996.22703 Ha. The calculation puts the energy above the lowest of the compared OMol25 structures with the same formula, charge and spin at 0.0 kcal per mole. The net charge is 0.